Below is a structure of composition C23H32GeNO4Rh, with properties calculated with ωB97M-V/def2-TZVPD.

Structure (XYZ):
```
62
C23H32GeNO4Rh (ωB97M-V/def2-TZVPD)
Rh -0.71750 1.47774 0.00678
C -0.68669 1.57717 3.45407
C -1.54968 1.53296 2.21812
C -1.93478 2.73936 1.57426
C -1.56262 4.08228 2.14941
C -2.67413 2.69424 0.37082
C -3.00228 3.97992 -0.33987
C -3.03664 1.44589 -0.18816
C -3.88505 1.40661 -1.43766
C -2.66156 0.23644 0.46626
C -3.07832 -1.08407 -0.13098
C -1.97221 0.28402 1.70170
C -1.71491 -0.98152 2.48675
H -0.00344 2.42201 3.42419
H -0.07875 0.67925 3.54049
H -1.28920 1.66241 4.36281
H -0.71608 4.51617 1.61212
H -1.30437 4.01768 3.20234
H -2.39625 4.77763 2.06098
H -2.17003 4.67703 -0.26575
H -3.88859 4.45444 0.09046
H -3.18383 3.81662 -1.39786
H -3.29042 1.56982 -2.33794
H -4.64714 2.18367 -1.40230
H -4.39860 0.45565 -1.54360
H -2.48749 -1.90873 0.25538
H -2.95272 -1.08175 -1.21171
H -4.12958 -1.29621 0.08436
H -0.77526 -1.46320 2.20506
H -2.51257 -1.70522 2.33662
H -1.67209 -0.77441 3.55341
O 6.47459 1.14104 -0.43191
C 5.65013 0.31092 0.05643
O 6.20513 -0.69468 0.51387
C 4.18304 0.54481 0.05382
C 3.34970 -0.41376 0.61642
C 1.99044 -0.18590 0.58956
N 1.45764 0.91864 0.05771
C 2.25964 1.84392 -0.47344
C 3.63963 1.68810 -0.50061
C 1.60794 3.09622 -1.06410
O 2.36364 3.93408 -1.53211
O 0.33911 3.12883 -0.99238
H 3.76192 -1.31230 1.05373
H 1.29265 -0.90163 1.00328
H 4.23992 2.46608 -0.95234
C 1.79305 -3.57151 -3.65348
Ge 1.27788 -3.77777 -1.78278
C 0.33718 -5.47466 -1.51253
C 2.86722 -3.75810 -0.64060
C 0.09960 -2.32192 -1.29893
H 2.45375 -4.38303 -3.95885
H 2.31758 -2.62784 -3.80441
H 0.91474 -3.58383 -4.29899
H 0.98856 -6.31137 -1.76715
H -0.55283 -5.52566 -2.13920
H 0.03222 -5.58264 -0.47130
H 3.45089 -4.66557 -0.79862
H 2.59096 -3.71090 0.41373
H 3.49815 -2.90122 -0.87476
H -0.26240 -2.16999 -0.28868
H -0.24890 -1.59225 -2.02195
```

Values from the calculation:
Frontier orbital gap (alpha / beta) in eV: 6.39 / 5.32
LUMO level (alpha / beta) in eV: -0.6 / -3.0
Highest occupied orbital energy (alpha / beta) in hartree: -0.2552 / -0.3066
Total charge: 0
F_max in eV Å⁻¹: 0.32
Energy relative to the best compared isomer or geometry (same formula, charge and spin) in kJ/mol: 54.2
<S²>: 6.023
Electronic energy in eV: -93571.2302
2S+1: 5